1.
Here is C17H27NO9S as an isolated structure at a distorted geometry from the OMol25 dataset. Energies are from ωB97M-V/def2-TZVPD.

Summary:
**Net charge**: 0
**Molar mass**: 421.5 g mol⁻¹
**E**: -48817.030 eV

The geometry in XYZ format:
```
55
Properties=species:S:1:pos:R:3:forces:R:3
S -0.092 -3.122 0.106 0.6 -1.4 -2.2
O 2.379 -2.128 -5.130 -0.4 0.4 0.1
O 0.490 -0.017 1.756 -1.9 -0.8 -0.7
O -0.584 -1.551 0.151 0.3 -0.8 1.7
O -1.527 3.903 3.146 0.0 -0.2 0.3
O -0.995 -4.076 0.683 0.8 1.6 0.4
O 3.619 -0.787 -6.366 -0.3 -0.2 0.3
O 1.333 -3.035 0.920 -3.0 1.4 -0.7
O 0.229 -3.317 -1.290 0.0 0.2 1.1
O -2.310 2.946 4.974 0.5 -0.3 0.0
N 1.049 2.116 -3.050 -0.2 -1.4 1.1
C 1.830 -3.414 -4.811 0.1 -0.2 0.1
C 1.748 -1.652 0.643 2.4 -0.4 0.2
C 3.321 -1.913 -6.067 0.4 0.0 -0.1
C 1.454 0.822 -3.112 -0.6 -0.1 1.8
C 4.046 -3.092 -6.664 -0.3 -0.3 -0.4
C -2.268 3.964 4.093 -0.2 0.2 -0.3
C 1.266 -0.064 -1.985 -0.1 -0.4 0.6
C -4.487 2.631 6.014 -0.1 0.0 -0.2
C 0.650 0.307 -0.712 0.2 2.9 -2.2
C -0.747 -0.190 2.482 -1.3 1.4 1.1
C 0.183 1.708 -0.700 1.3 -2.1 -1.2
C -3.027 2.983 6.214 -0.3 0.0 0.0
C 0.441 2.474 -1.900 -0.7 0.6 1.3
C 0.502 -0.661 0.494 2.4 -0.8 -0.7
C -1.880 0.716 1.863 1.0 0.6 0.0
C 2.713 -4.158 -3.831 0.2 0.0 0.0
C -3.214 5.124 4.264 0.2 0.4 0.4
H 0.092 3.538 -1.861 0.4 -1.0 -0.1
H -0.565 0.224 3.513 0.2 -0.5 -1.0
H 3.704 -4.356 -4.245 -0.1 -0.1 -0.1
H 1.619 -1.119 -2.099 -0.4 1.0 0.0
H 1.629 -3.989 -5.717 0.1 0.0 0.0
H 4.259 -2.870 -7.709 0.2 0.2 0.1
H -2.704 6.031 3.942 0.0 -0.1 -0.2
H 0.863 -3.222 -4.346 0.1 0.2 -0.1
H -4.989 3.347 5.361 0.0 0.0 0.1
H 3.472 -4.016 -6.655 0.1 0.0 0.2
H 2.261 -5.111 -3.552 0.0 0.1 0.0
H 1.962 0.467 -4.039 -0.5 0.3 0.9
H -5.012 2.611 6.970 0.0 0.0 0.0
H -2.891 3.944 6.715 0.0 0.0 -0.1
H -2.854 0.611 2.397 0.7 -0.2 -0.6
H -4.092 4.962 3.638 0.0 0.0 0.0
H 2.861 -3.561 -2.929 -0.1 -0.1 0.0
H -4.580 1.652 5.540 0.1 0.0 0.1
H 2.397 -1.431 1.531 -0.9 0.4 -0.8
H 4.984 -3.241 -6.128 0.0 0.0 0.0
H -0.324 2.139 0.190 0.6 -0.2 -1.0
H -3.526 5.293 5.292 -0.2 -0.1 0.0
H -2.562 2.232 6.854 0.1 0.0 -0.2
H -1.950 0.541 0.757 -0.4 -0.1 1.1
H -1.563 1.803 1.991 -0.4 -1.4 -0.1
H -1.056 -1.253 2.628 0.4 0.7 -0.5
H 2.446 -1.746 -0.223 -0.9 0.5 0.4
```
Positions in Å, forces in eV/Å.

Charge distribution, Löwdin scheme, values in e: atom 1 (S): 0.68, atom 2 (O): -0.02, atom 3 (O): -0.07, atom 4 (O): -0.14, atom 5 (O): 0.09, atom 6 (O): -0.22, atom 7 (O): 0.10, atom 8 (O): -0.18, atom 9 (O): -0.26, atom 10 (O): -0.01, atom 11 (N): 0.04, atom 12 (C): -0.22, atom 13 (C): -0.07, atom 14 (C): -0.53, atom 15 (C): -0.10, atom 16 (C): 0.01, atom 17 (C): -0.52, atom 18 (C): 0.00, atom 19 (C): -0.07, atom 20 (C): -0.06, atom 21 (C): -0.19, atom 22 (C): 0.03, atom 23 (C): -0.23, atom 24 (C): -0.15, atom 25 (C): -0.42, atom 26 (C): -0.06, atom 27 (C): -0.06, atom 28 (C): 0.01, atom 29 (H): 0.11, atom 30 (H): 0.13, atom 31 (H): 0.07, atom 32 (H): 0.09, atom 33 (H): 0.12, atom 34 (H): 0.09, atom 35 (H): 0.09, atom 36 (H): 0.12, atom 37 (H): 0.07, atom 38 (H): 0.07, atom 39 (H): 0.09, atom 40 (H): 0.11, atom 41 (H): 0.08, atom 42 (H): 0.12, atom 43 (H): 0.08, atom 44 (H): 0.10, atom 45 (H): 0.07, atom 46 (H): 0.08, atom 47 (H): 0.15, atom 48 (H): 0.10, atom 49 (H): 0.10, atom 50 (H): 0.07, atom 51 (H): 0.12, atom 52 (H): 0.07, atom 53 (H): 0.06, atom 54 (H): 0.12, atom 55 (H): 0.13

2.
Here is C17H28AlCl11FKN2O12S as an isolated structure at a distorted geometry from the OMol25 dataset. Energies are from ωB97M-V/def2-TZVPD.

Summary:
**Net charge**: 0
**Molar mass**: 959.5 g mol⁻¹
**E**: -219832.554 eV

The geometry in XYZ format:
```
74
Properties=species:S:1:pos:R:3:forces:R:3
K 7.564 -6.882 -0.816 1.0 -3.0 0.0
Cl -0.283 -2.603 0.025 -0.3 -5.0 0.4
Cl 6.457 -2.904 -3.117 0.2 -0.3 0.0
Cl 4.896 -5.347 -3.024 0.3 -0.2 0.1
Cl 6.618 -4.641 -0.789 -0.9 2.8 0.3
Cl -0.050 -5.067 0.366 -0.6 2.4 -0.3
Cl -3.321 2.536 -3.080 1.4 -0.1 -0.3
Cl -1.225 -2.369 3.829 -0.3 -1.1 0.3
Cl 4.075 0.682 -2.558 -0.4 0.6 0.6
Cl -0.905 0.975 -6.209 0.1 0.0 1.1
Cl 4.187 -3.150 -1.316 0.4 -1.0 -0.2
Cl 1.839 1.564 -4.420 -0.5 0.3 0.8
S 1.126 4.864 -2.895 2.6 4.0 -1.9
Al 0.164 3.515 1.559 0.0 0.2 0.4
F 1.901 -3.984 -0.818 0.7 0.4 -0.5
O -0.952 -1.559 2.653 0.0 0.7 -0.1
O 3.146 -6.866 -0.076 0.6 -0.7 -0.1
O 1.046 -4.172 8.098 0.2 -0.1 0.1
O -0.104 -3.243 4.077 -0.1 0.6 -0.3
O -6.821 2.998 -0.618 0.0 0.2 -0.2
O 0.164 4.176 -4.101 1.3 -1.0 2.4
O 1.018 3.725 -1.662 -0.8 2.1 -2.3
O 2.525 4.961 -3.368 -3.2 -1.3 1.2
O -2.415 -3.151 3.602 0.3 0.4 0.0
O -0.603 -4.125 6.556 0.3 -0.4 0.8
O -1.428 -1.495 4.968 0.0 0.3 -0.2
O 0.552 6.193 -2.583 0.4 -3.7 0.3
N -7.936 4.840 -1.323 -0.3 0.2 0.1
N -6.058 4.118 -2.432 0.3 -0.1 -0.2
C 1.816 -3.190 8.799 0.2 -0.1 0.1
C -2.692 -0.011 -4.411 1.1 -0.4 -0.4
C -6.931 3.924 -1.405 0.0 -0.3 0.3
C 1.800 -1.962 7.913 0.1 0.4 0.0
C 5.534 -3.997 -2.062 -1.2 1.5 -0.2
C 2.804 1.598 -0.339 0.5 1.0 0.2
C 0.311 2.537 -2.221 0.5 0.9 0.7
C -1.403 0.927 -4.440 -2.2 -0.6 0.0
C 1.491 1.587 -2.637 0.3 -1.2 0.5
C 2.852 1.885 -1.879 0.2 -0.7 -0.1
C 0.207 -3.549 7.213 -1.0 0.1 -0.7
C -0.603 2.130 -0.996 -0.2 -2.0 -1.5
C -0.384 -0.416 -0.343 -0.4 2.0 -1.0
C -0.602 3.217 -3.307 -2.2 0.9 1.6
C -1.747 2.414 -4.029 1.1 0.0 -1.4
C -1.093 0.656 -0.967 0.2 -0.7 0.1
C 0.441 -2.061 7.240 0.8 0.2 0.1
H -0.345 -1.591 7.835 -0.1 0.0 -0.2
H 2.298 -7.066 -0.488 -0.1 0.4 0.1
H -1.958 2.964 -4.985 0.1 -0.5 1.0
H 1.907 2.086 0.142 0.7 -0.6 -0.5
H -8.045 5.607 -1.959 0.0 0.0 0.0
H -1.204 3.934 -2.669 0.4 -0.9 -0.4
H 3.288 2.885 -2.136 -0.7 -1.0 0.3
H 2.858 0.520 -0.066 -0.3 0.8 -0.4
H 1.213 0.530 -2.363 0.2 1.0 -0.4
H -0.654 0.421 -3.791 -0.2 0.7 -0.8
H 1.346 -3.008 9.771 0.0 0.0 0.0
H -0.088 2.335 -0.002 -0.1 -0.6 -1.5
H 2.588 -2.040 7.159 0.0 0.0 0.1
H 0.540 -0.844 -0.817 0.6 1.9 1.6
H -1.542 2.751 -0.972 1.0 -0.4 -0.2
H -8.598 4.727 -0.577 0.0 0.0 0.0
H -2.049 0.436 -1.495 -0.2 0.7 1.9
H 1.952 -1.032 8.464 0.0 -0.1 0.1
H -3.544 0.454 -4.956 0.6 -0.4 0.5
H 3.694 2.102 0.132 -0.8 -0.6 -0.5
H 0.454 -1.652 6.235 -0.4 -0.1 0.0
H -5.304 3.458 -2.522 -0.4 0.3 0.0
H 3.641 -6.426 -0.773 -0.4 0.4 0.0
H 2.826 -3.568 8.962 -0.1 -0.2 0.0
H -2.370 -0.946 -4.946 -0.5 0.9 0.5
H -0.787 -0.857 0.627 -0.2 -0.1 -1.2
H -6.127 4.870 -3.091 0.0 0.0 0.0
H -2.968 -0.328 -3.379 0.1 0.5 -0.7
```
Positions in Å, forces in eV/Å.

Charge distribution, Löwdin scheme, values in e: atom 1 (K): 0.80, atom 2 (Cl): 0.41, atom 3 (Cl): 0.53, atom 4 (Cl): 0.57, atom 5 (Cl): 0.40, atom 6 (Cl): 0.08, atom 7 (Cl): 0.73, atom 8 (Cl): 0.64, atom 9 (Cl): 0.58, atom 10 (Cl): 0.59, atom 11 (Cl): 0.63, atom 12 (Cl): 0.68, atom 13 (S): 0.77, atom 14 (Al): 1.14, atom 15 (F): -0.86, atom 16 (O): -0.47, atom 17 (O): -0.08, atom 18 (O): 0.01, atom 19 (O): -0.36, atom 20 (O): 0.03, atom 21 (O): -0.17, atom 22 (O): -0.27, atom 23 (O): -0.26, atom 24 (O): -0.35, atom 25 (O): 0.14, atom 26 (O): -0.39, atom 27 (O): -0.25, atom 28 (N): 0.15, atom 29 (N): 0.13, atom 30 (C): -0.18, atom 31 (C): -0.17, atom 32 (C): -0.69, atom 33 (C): -0.17, atom 34 (C): -1.97, atom 35 (C): -0.11, atom 36 (C): -0.36, atom 37 (C): -0.68, atom 38 (C): -0.57, atom 39 (C): -0.66, atom 40 (C): -0.47, atom 41 (C): -0.19, atom 42 (C): -0.22, atom 43 (C): -0.32, atom 44 (C): -0.53, atom 45 (C): -0.11, atom 46 (C): -0.09, atom 47 (H): 0.14, atom 48 (H): 0.03, atom 49 (H): 0.11, atom 50 (H): 0.00, atom 51 (H): 0.09, atom 52 (H): 0.13, atom 53 (H): 0.09, atom 54 (H): 0.09, atom 55 (H): 0.11, atom 56 (H): 0.08, atom 57 (H): 0.12, atom 58 (H): -0.14, atom 59 (H): 0.12, atom 60 (H): 0.03, atom 61 (H): 0.11, atom 62 (H): 0.11, atom 63 (H): 0.08, atom 64 (H): 0.11, atom 65 (H): 0.07, atom 66 (H): 0.10, atom 67 (H): 0.10, atom 68 (H): -0.02, atom 69 (H): -0.04, atom 70 (H): 0.12, atom 71 (H): 0.08, atom 72 (H): -0.01, atom 73 (H): 0.09, atom 74 (H): 0.07